[1]
2 unconnected molecules or ions with the total composition C5H10NO2 in a non-equilibrium geometry. Source: the OMol25 dataset; level of theory: the ωB97M-V functional and the def2-TZVPD basis.

ORCA input file:
```
! wB97M-V def2-TZVPD RIJCOSX def2/J DEFGRID3
* xyz -1 1
C -1.418 -1.017 1.334
C -1.360 -0.810 -0.146
C -0.084 -0.441 1.690
C -0.520 0.176 -0.425
C -0.278 1.074 -1.629
N 0.206 0.544 0.617
O 1.507 1.005 0.480
O 2.766 -0.368 -1.154
H -2.324 -0.490 1.783
H -1.447 -2.096 1.550
H 3.152 0.468 -1.652
H -2.363 -1.037 -0.572
H -0.056 0.160 2.640
H 0.749 -1.200 1.772
H 0.451 0.776 -2.284
H 0.081 1.948 -1.281
H -1.129 1.216 -2.177
H 2.067 0.092 -0.547
*
```

## Properties
Gap between HOMO and LUMO   6.3660 eV
Relative energy (zero: lowest compared OMol25 entry of this formula, charge and spin)   4.4265 eV
HOMO   -0.0797 Ha
LUMO level   4.20 eV



[2]
C4H8N4 in the gas phase in a non-equilibrium geometry. Source: the OMol25 dataset; level of theory: the ωB97M-V functional and the def2-TZVPD basis.

ORCA input file:
```
! wB97M-V def2-TZVPD RIJCOSX def2/J DEFGRID3
* xyz 0 1
H 1.433 -1.928 2.628
N 0.354 -1.625 2.404
C 0.203 -1.156 1.215
C -1.058 -1.001 0.507
C -1.003 0.386 -0.188
N -0.013 0.398 -1.121
N -0.019 1.828 -1.567
C 1.214 0.033 -0.513
N 1.400 -0.745 0.517
H -1.753 -1.058 1.264
H -1.080 -1.845 -0.186
H -0.961 1.167 0.534
H -1.881 0.657 -0.937
H 0.480 1.906 -2.626
H 0.593 2.398 -0.939
H 2.090 0.586 -0.991
*
```

## Properties
Gap between HOMO and LUMO   9.9051 eV
Relative energy (zero: lowest compared OMol25 entry of this formula, charge and spin)   3.2794 eV
HOMO   -0.3417 Ha
LUMO level   0.61 eV
Structure (SMILES)   [H]/N=C1/CCN(N)C=N1



[3]
A gas-phase ion, C2H6I2N3 (charge +1) in a non-equilibrium geometry. Source: the OMol25 dataset; level of theory: the ωB97M-V functional and the def2-TZVPD basis.

ORCA input file:
```
! wB97M-V def2-TZVPD RIJCOSX def2/J DEFGRID3
* xyz 1 1
C -0.813 -1.419 0.562
N -0.773 -0.394 -0.460
I -1.675 -0.544 -2.235
C 0.220 0.577 -0.241
N 0.128 1.816 -0.786
N 1.212 0.420 0.681
I 2.381 -1.117 1.271
H -1.429 -2.139 0.231
H 0.149 -1.931 0.761
H -1.260 -1.137 1.543
H -0.698 2.305 -1.012
H 0.892 2.262 -1.289
H 1.666 1.302 0.972
*
```

## Properties
Gap between HOMO and LUMO   8.6517 eV
Relative energy (zero: lowest compared OMol25 entry of this formula, charge and spin)   1.2189 eV
HOMO   -0.4854 Ha
LUMO level   -4.56 eV
Structure (SMILES)   CN(I)/C(N)=[NH+]\I



[4]
2 unconnected molecules or ions with the total composition C4H4F2N2 in a non-equilibrium geometry. Source: the OMol25 dataset; level of theory: the ωB97M-V functional and the def2-TZVPD basis.

ORCA input file:
```
! wB97M-V def2-TZVPD RIJCOSX def2/J DEFGRID3
* xyz 0 1
N -2.584 1.032 -0.713
C -1.864 0.086 -0.420
C -1.055 -0.946 -0.355
F -0.874 -2.000 0.558
H -2.294 1.858 -0.150
H -0.231 -1.096 -0.995
N 0.234 1.880 0.276
C 0.830 0.920 0.339
C 1.734 -0.159 0.413
F 2.086 -0.502 -0.852
H 1.334 -1.184 0.924
H 2.683 0.111 0.974
*
```

## Properties
Gap between HOMO and LUMO   9.6792 eV
Relative energy (zero: lowest compared OMol25 entry of this formula, charge and spin)   3.4786 eV
HOMO   -0.3447 Ha
LUMO level   0.30 eV
Structure (SMILES)   N=C=CF.N#CCF



[5]
A molecular structure, C49H39N3O6P2PrS in a non-equilibrium geometry. Source: the OMol25 dataset; level of theory: the ωB97M-V functional and the def2-TZVPD basis.

ORCA input file:
```
! wB97M-V def2-TZVPD RIJCOSX def2/J DEFGRID3
* xyz 1 3
Pr -0.713 -0.981 -0.873
O -4.361 2.957 2.646
C -3.472 2.183 2.019
C -2.571 2.684 1.074
C -1.698 1.803 0.469
N -1.673 0.499 0.759
C -2.564 0.006 1.622
C -3.470 0.809 2.286
C -2.573 -1.534 1.695
O -3.348 -2.104 2.427
O -1.725 -2.059 0.879
C -0.793 2.144 -0.712
O -0.924 3.203 -1.308
O -0.015 1.179 -1.022
H -4.292 3.878 2.361
H -2.557 3.729 0.796
H -4.173 0.377 2.976
O 1.355 -3.386 -1.870
C 0.952 -4.683 -2.211
C 1.559 -5.389 -3.240
C 1.122 -6.664 -3.552
C 0.059 -7.227 -2.866
C -0.580 -6.497 -1.877
C -0.141 -5.225 -1.533
P -1.013 -4.238 -0.221
C 0.597 -3.752 0.604
C 1.108 -2.531 1.046
C 2.269 -2.487 1.810
C 2.929 -3.648 2.171
C 2.415 -4.870 1.767
C 1.266 -4.915 1.002
C -1.857 -3.177 -1.575
C -1.405 -2.788 -2.859
C -2.315 -2.358 -3.823
C -3.672 -2.302 -3.547
C -4.130 -2.675 -2.294
C -3.236 -3.095 -1.323
C 2.712 -3.142 -1.856
C 3.641 -4.147 -1.624
C 4.991 -3.869 -1.713
C 5.421 -2.586 -2.017
C 4.499 -1.565 -2.154
C 3.134 -1.823 -2.067
P 1.867 -0.498 -1.951
C 2.845 0.768 -1.062
C 3.679 1.663 -1.728
C 4.385 2.616 -1.014
C 4.310 2.652 0.370
C 3.491 1.757 1.040
C 2.745 0.837 0.324
C 1.770 0.254 -3.609
C 2.267 -0.368 -4.749
C 2.134 0.251 -5.981
C 1.507 1.482 -6.086
C 1.037 2.115 -4.945
C 1.159 1.505 -3.715
H 2.383 -4.947 -3.780
H 1.614 -7.210 -4.341
H -0.271 -8.226 -3.106
H -1.424 -6.915 -1.347
H 0.576 -1.583 0.869
H 2.655 -1.532 2.145
H 3.817 -3.603 2.782
H 2.893 -5.793 2.060
H 0.872 -5.879 0.703
H -0.375 -2.936 -3.183
H -1.949 -2.099 -4.805
H -4.365 -1.974 -4.307
H -5.186 -2.653 -2.067
H -3.606 -3.404 -0.354
H 3.302 -5.143 -1.380
H 5.703 -4.663 -1.544
H 6.476 -2.384 -2.112
H 4.834 -0.552 -2.330
H 3.766 1.635 -2.806
H 4.988 3.339 -1.545
H 4.881 3.387 0.920
H 3.425 1.792 2.119
H 2.057 0.177 0.839
H 2.780 -1.317 -4.669
H 2.534 -0.222 -6.865
H 1.403 1.966 -7.046
H 0.580 3.091 -5.012
H 0.798 2.003 -2.827
C -3.047 4.740 -4.667
C -2.721 3.294 -4.701
C -2.389 2.592 -5.837
C -2.023 1.237 -5.698
N -2.082 0.618 -4.536
C -2.520 1.272 -3.466
S -2.923 0.471 -2.049
N -2.768 2.620 -3.536
C -1.600 0.414 -6.863
H -3.087 5.153 -5.671
H -2.302 5.276 -4.077
H -4.015 4.891 -4.190
H -2.384 3.074 -6.801
H -2.912 3.120 -2.662
H -1.160 1.024 -7.644
H -2.475 -0.099 -7.268
H -0.894 -0.344 -6.536
*
```

## Properties
Gap between HOMO and LUMO (spin up / spin down)   8.0044 / 8.0253 eV
Relative energy (zero: lowest compared OMol25 entry of this formula, charge and spin)   0.7849 eV
Expectation value of S²   2.002
HOMO (spin up / spin down)   -0.3926 / -0.3927 Ha
LUMO level (spin up / spin down)   -2.68 / -2.66 eV



[6]
A molecular structure, C42H49FN7O8ReS. Source: the OMol25 dataset; level of theory: the ωB97M-V functional and the def2-TZVPD basis.

ORCA input file:
```
! wB97M-V def2-TZVPD RIJCOSX def2/J DEFGRID3
* xyz 3 4
Re -0.444 -0.216 0.299
C 3.305 -6.272 0.241
C 2.322 -5.157 0.024
C 1.186 -5.304 -0.726
C 0.241 -4.260 -0.944
C -0.923 -4.731 -1.615
N -2.127 -4.298 -1.903
C -2.794 -2.986 -1.847
C -4.025 -2.890 -0.914
C -4.389 -4.038 0.022
N -3.312 -4.336 0.997
C -2.834 -3.539 1.889
C -3.360 -2.242 2.264
C -4.652 -1.991 2.731
C -5.018 -0.722 3.157
C -6.400 -0.433 3.672
C -4.064 0.289 3.077
C -2.784 0.081 2.564
C -1.862 1.196 2.460
N -0.794 1.213 1.743
C 0.122 2.367 1.832
C 1.575 1.930 1.610
C 1.896 0.540 2.144
N 1.346 -0.532 1.276
C 1.998 -1.629 1.186
C 1.644 -2.829 0.446
C 2.499 -3.907 0.624
C 0.523 -2.948 -0.434
O -0.196 -1.945 -0.790
C -2.421 -1.210 2.152
O -1.257 -1.511 1.600
H 3.094 -7.116 -0.413
H 3.274 -6.629 1.271
H 4.323 -5.939 0.039
H 0.981 -6.273 -1.169
H -0.814 -5.767 -1.924
H -2.672 -4.989 -2.402
H -3.111 -2.798 -2.872
H -2.062 -2.239 -1.582
H -4.913 -2.709 -1.521
H -3.917 -1.993 -0.308
H -4.619 -4.977 -0.479
H -5.277 -3.744 0.576
H -2.823 -5.213 0.873
H -1.915 -3.873 2.363
H -5.365 -2.804 2.810
H -6.975 -1.348 3.804
H -6.940 0.210 2.976
H -6.359 0.080 4.633
H -4.337 1.292 3.388
H -2.090 2.077 3.057
H 0.007 2.804 2.825
H -0.180 3.102 1.086
H 2.223 2.646 2.117
H 1.827 1.962 0.552
H 1.482 0.396 3.145
H 2.976 0.405 2.200
H 2.928 -1.701 1.747
H 3.361 -3.767 1.271
F 6.862 -1.628 -3.431
C 5.968 -0.656 -3.706
C 4.828 -0.595 -2.955
C 3.846 0.356 -3.225
C 2.614 0.378 -2.405
O 2.448 -0.441 -1.499
C 1.666 1.393 -2.792
C 1.951 2.215 -3.849
N 3.086 2.202 -4.565
C 3.252 3.118 -5.676
C 2.781 4.530 -5.532
C 4.250 4.234 -5.557
C 4.062 1.250 -4.279
C 5.244 1.190 -5.023
C 6.219 0.238 -4.761
N 7.399 0.221 -5.531
C 7.309 0.259 -6.983
C 8.345 1.257 -7.509
N 9.510 1.274 -6.547
C 9.765 -0.098 -5.995
C 8.597 -0.483 -5.079
C 0.342 1.668 -2.155
O -0.471 2.367 -2.717
O 0.095 1.198 -0.942
H 4.668 -1.307 -2.156
H 1.214 2.948 -4.146
H 3.130 2.640 -6.641
H 2.356 4.838 -4.588
H 2.327 4.985 -6.400
H 4.780 4.316 -4.617
H 4.821 4.505 -6.434
H 5.412 1.920 -5.800
H 6.319 0.571 -7.301
H 7.480 -0.735 -7.411
H 7.959 2.273 -7.556
H 8.731 0.976 -8.487
H 9.287 1.901 -5.772
H 10.343 1.644 -7.006
H 10.710 -0.092 -5.458
H 9.861 -0.757 -6.856
H 8.814 -0.187 -4.054
H 8.504 -1.571 -5.100
C -3.573 1.402 -2.324
S -3.416 0.953 -0.630
O -4.600 0.249 -0.208
O -3.038 2.119 0.126
O -2.244 -0.057 -0.667
H -4.540 1.887 -2.440
H -3.520 0.504 -2.935
H -2.755 2.077 -2.565
*
```

## Properties
Gap between HOMO and LUMO (spin up / spin down)   6.8540 / 6.8321 eV
Relative energy (zero: lowest compared OMol25 entry of this formula, charge and spin)   1.1570 eV
Expectation value of S²   3.768
HOMO (spin up / spin down)   -0.5227 / -0.5248 Ha
LUMO level (spin up / spin down)   -7.37 / -7.45 eV



[7]
C19H26N4O4S in the gas phase in a non-equilibrium geometry. Source: the OMol25 dataset; level of theory: the ωB97M-V functional and the def2-TZVPD basis.

ORCA input file:
```
! wB97M-V def2-TZVPD RIJCOSX def2/J DEFGRID3
* xyz 0 1
C 3.151 2.624 0.693
O 1.996 1.819 0.726
C 1.310 1.651 -0.447
C 1.604 2.273 -1.648
C 0.853 2.032 -2.787
C -0.222 1.139 -2.824
N -0.922 0.985 -4.007
C -2.264 0.457 -4.090
C -2.265 -1.000 -4.567
O -1.593 -1.122 -5.802
C -0.270 -0.651 -5.701
C -0.227 0.822 -5.267
C -0.519 0.513 -1.607
S -1.755 -0.676 -1.234
C -1.165 -0.697 0.443
N -1.776 -1.529 1.332
C -1.710 -1.305 2.746
O -2.733 -1.065 3.348
N -0.504 -1.437 3.309
C 0.691 -1.983 2.712
C 1.819 -0.954 2.695
C 2.071 -0.298 4.064
C 2.843 -1.221 5.006
O 2.892 0.845 3.882
C 0.725 0.139 4.673
C -0.308 -0.984 4.670
N -0.182 0.081 0.677
C 0.221 0.768 -0.434
H 3.599 2.553 1.683
H 2.905 3.670 0.480
H 3.868 2.262 -0.050
H 2.418 2.977 -1.718
H 1.103 2.577 -3.683
H -2.773 0.552 -3.133
H -2.804 1.062 -4.831
H -3.283 -1.353 -4.736
H -1.780 -1.639 -3.814
H 0.175 -0.775 -6.690
H 0.289 -1.259 -4.971
H 0.811 1.137 -5.179
H -0.729 1.434 -6.026
H -2.709 -1.809 1.051
H 0.477 -2.316 1.698
H 0.987 -2.858 3.307
H 2.737 -1.428 2.344
H 1.546 -0.169 1.988
H 2.304 -2.146 5.181
H 3.811 -1.450 4.570
H 3.008 -0.717 5.954
H 2.476 1.395 3.207
H 0.885 0.498 5.690
H 0.333 0.967 4.076
H -1.267 -0.630 5.051
H 0.027 -1.824 5.287
*
```

## Properties
Gap between HOMO and LUMO   7.9052 eV
Relative energy (zero: lowest compared OMol25 entry of this formula, charge and spin)   2.3080 eV
HOMO   -0.2715 Ha
LUMO level   0.52 eV
Structure (SMILES)   COc1ccc(N2CCOCC2)c2sc(NC(=O)N3CCC(C)(O)CC3)nc12



[8]
CH5N3 in the gas phase in a non-equilibrium geometry. Source: the OMol25 dataset; level of theory: the ωB97M-V functional and the def2-TZVPD basis.

ORCA input file:
```
! wB97M-V def2-TZVPD RIJCOSX def2/J DEFGRID3
* xyz 0 1
N 1.402 0.295 -0.528
C 0.246 0.101 0.001
N 0.186 -0.450 1.286
N -0.964 0.138 -0.661
H 1.187 0.506 -1.502
H -0.481 -0.085 1.922
H 1.147 -0.658 1.521
H -1.785 -0.392 -0.457
H -0.940 0.546 -1.581
*
```

## Properties
Gap between HOMO and LUMO   9.8988 eV
Relative energy (zero: lowest compared OMol25 entry of this formula, charge and spin)   0.5094 eV
HOMO   -0.3299 Ha
LUMO level   0.92 eV
Structure (SMILES)   N=C(N)N